Entry from the Open Molecules 2025 dataset: a molecular structure, C15H21AsCrF6N3O4S3 (wB97M-V/def2-TZVPD).

XYZ file:
```
54
Properties=species:S:1:pos:R:3:mulliken_charge:R:1
Cr 0.629 1.008 -1.289 0.6244
F 0.240 3.707 3.029 -0.1847
C -0.197 4.325 1.934 0.4959
F 0.105 5.606 1.990 -0.1884
F -1.503 4.163 1.825 -0.1912
S 0.664 3.547 0.507 1.4197
O 0.160 2.157 0.515 -0.6389
O 2.070 3.703 0.710 -0.5946
N 0.062 4.379 -0.680 -0.5400
S 0.314 3.962 -2.165 0.9363
O 0.523 5.033 -3.061 -0.5737
O 1.204 2.782 -2.264 -0.5977
C -1.274 3.147 -2.635 0.7231
F -1.432 2.101 -1.736 -0.2917
F -2.327 3.915 -2.553 -0.1909
F -1.175 2.608 -3.837 -0.2222
C -2.222 -1.257 -2.539 -1.3134
As -0.706 -1.279 -1.336 0.7616
C 0.286 -2.828 -1.926 -1.2588
C -1.483 -1.841 0.382 -1.2630
C -2.471 -2.956 0.234 0.4349
C -2.051 -4.284 0.241 -0.2360
C -2.963 -5.314 0.063 -0.6936
C -4.308 -5.028 -0.123 -0.4737
C -4.738 -3.708 -0.120 -0.6298
C -3.824 -2.680 0.056 -0.3296
H -2.738 -2.215 -2.522 0.4165
H -1.859 -1.053 -3.546 0.4421
H -2.913 -0.471 -2.240 0.3757
H -0.363 -3.701 -1.965 0.4351
H 1.115 -3.010 -1.246 0.3715
H 0.687 -2.623 -2.918 0.4134
H -1.934 -0.951 0.821 0.5904
H -0.642 -2.137 1.012 0.4779
H -1.004 -4.516 0.404 0.4163
H -2.624 -6.342 0.079 0.3923
H -5.020 -5.832 -0.257 0.4024
H -5.787 -3.479 -0.250 0.4019
H -4.167 -1.651 0.069 0.3681
S 2.803 0.018 -1.235 -0.4498
C 3.161 0.520 0.396 0.3483
N 2.543 -0.047 1.427 0.0098
C 2.774 0.336 2.822 -0.5156
C 4.198 0.846 2.966 -0.6989
C 4.454 1.933 1.937 -0.5063
N 4.082 1.437 0.610 -0.0554
H 1.928 -0.813 1.210 0.1178
H 2.609 -0.541 3.444 0.4136
H 2.054 1.103 3.112 0.2199
H 4.900 0.024 2.820 0.2984
H 4.350 1.244 3.967 0.3663
H 5.506 2.208 1.911 0.4424
H 3.873 2.830 2.152 0.2407
H 4.431 1.918 -0.204 0.2812
```

Calculated values
charge	+1
total energy	-6123.24422	hartree
LUMO level (spin up / spin down)	-3.510 / -2.743	eV
<S²>	6.03
spin multiplicity	5
energy above the lowest of the compared OMol25 structures with the same formula, charge and spin	6.1	kJ/mol
frontier orbital gap (spin up / spin down)	8.109 / 8.906	eV
E_HOMO (spin up / spin down)	-11.62 / -11.65	eV

---

Entry from the Open Molecules 2025 dataset: 2 unconnected molecules or ions with the total composition C15H21Br2NO6P (wB97M-V/def2-TZVPD).

XYZ file:
```
46
Properties=species:S:1:pos:R:3:mulliken_charge:R:1
O -1.612 -1.843 1.310 -0.4213
P -2.122 -0.560 0.443 0.3372
Br -0.695 1.021 1.030 0.0022
C -1.322 -1.008 -1.230 -1.0914
N -2.152 -2.130 -1.793 0.1700
C -1.955 -2.373 -3.285 -0.9103
C -0.857 -1.498 -3.863 0.3973
C 0.557 -2.037 -3.596 -0.7569
O 1.528 -1.200 -4.168 -0.4585
C 1.951 -0.169 -3.335 0.4547
C 1.725 1.136 -3.734 -0.3574
C 2.114 2.185 -2.916 -0.4699
C 2.726 1.927 -1.692 -0.5861
C 2.965 0.617 -1.312 -0.5797
C 2.579 -0.441 -2.125 -0.3176
O -1.005 -0.140 -3.505 -0.3263
C -1.317 0.170 -2.189 -0.3006
Br -3.072 1.044 -2.167 -0.0364
H -0.841 -2.326 0.988 0.3457
H -0.304 -1.326 -1.000 0.4652
H -3.130 -1.859 -1.641 0.4842
H -2.001 -3.003 -1.290 0.4084
H -1.751 -3.425 -3.482 0.4212
H -2.902 -2.131 -3.768 0.3583
H -0.988 -1.528 -4.948 0.4265
H 0.637 -3.023 -4.063 0.3473
H 0.753 -2.150 -2.525 0.2119
H 1.234 1.320 -4.682 0.4201
H 1.914 3.201 -3.234 0.3990
H 3.022 2.752 -1.056 0.4481
H 3.470 0.403 -0.378 0.4278
H 2.766 -1.466 -1.827 0.5617
H -0.582 0.891 -1.827 0.5322
C -1.265 0.569 4.766 -1.3113
C -0.593 1.434 5.802 0.4601
C 0.331 2.503 5.253 -0.3731
O 1.302 2.632 6.291 -0.3370
C 1.351 1.457 6.971 0.5939
O 2.178 1.167 7.766 -0.4977
O 0.317 0.660 6.597 -0.3705
H -1.956 -0.129 5.237 0.3727
H -1.822 1.183 4.058 0.3339
H -0.520 -0.019 4.227 0.3021
H -1.333 1.876 6.475 0.2565
H -0.159 3.458 5.080 0.3197
H 0.837 2.179 4.339 0.2440
```

Calculated values
charge	+1
total energy	-6579.53350	hartree
LUMO level	-3.780	eV
frontier orbital gap	8.187	eV
E_HOMO	-11.97	eV

---

Entry from the Open Molecules 2025 dataset: C15H21BrN2O in the gas phase at a distorted geometry (wB97M-V/def2-TZVPD).

XYZ file:
```
40
Properties=species:S:1:pos:R:3:mulliken_charge:R:1
C -2.036 2.508 1.152 -1.2749
C -1.424 1.514 2.131 -0.4523
C 0.101 1.591 2.136 -0.4960
C 0.723 0.637 3.157 -0.7813
C 2.253 0.551 3.051 -0.7894
C 2.748 -0.669 2.274 -0.8272
C 2.240 -0.705 0.837 -0.0001
C 2.862 -1.817 0.033 0.0621
O 3.871 -2.422 0.306 -0.6574
N 2.177 -2.116 -1.125 -0.2939
N 1.037 -1.510 -1.454 0.0397
C 0.429 -1.806 -2.533 -0.5266
C -0.818 -1.160 -2.880 0.7101
C -1.410 -0.230 -2.019 -0.2159
C -2.601 0.378 -2.351 -0.3869
C -3.212 0.059 -3.555 -0.0437
Br -4.857 0.897 -4.019 -0.1989
C -2.647 -0.858 -4.426 -0.5042
C -1.454 -1.465 -4.084 -0.6490
H -1.787 3.528 1.439 0.3855
H -1.656 2.338 0.146 0.2371
H -3.120 2.414 1.134 0.3659
H -1.733 0.500 1.860 0.2980
H -1.802 1.715 3.136 0.4232
H 0.469 1.363 1.134 0.1862
H 0.407 2.613 2.372 0.3759
H 0.295 -0.360 3.034 0.3747
H 0.446 0.982 4.155 0.4629
H 2.635 1.460 2.581 0.4101
H 2.683 0.500 4.053 0.3313
H 2.429 -1.580 2.785 0.3044
H 3.840 -0.672 2.260 0.3770
H 2.488 0.231 0.328 0.2850
H 1.159 -0.826 0.803 0.2552
H 2.570 -2.845 -1.726 0.2714
H 0.819 -2.554 -3.234 0.3053
H -0.917 0.001 -1.089 0.4234
H -3.060 1.093 -1.685 0.4579
H -3.137 -1.095 -5.358 0.4204
H -1.010 -2.182 -4.759 0.3350
```

Calculated values
charge	0
total energy	-3342.93555	hartree
LUMO level	0.036	eV
energy above the lowest of the compared OMol25 structures with the same formula, charge and spin	69.3	kJ/mol
SMILES string	CCCCCCCC(=O)N/N=C/c1ccc(Br)cc1
frontier orbital gap	8.580	eV
E_HOMO	-8.54	eV

---

Entry from the Open Molecules 2025 dataset: a molecular structure, C15H21Cl2NO3V at a distorted geometry (wB97M-V/def2-TZVPD).

XYZ file:
```
43
Properties=species:S:1:pos:R:3:mulliken_charge:R:1
V 0.190 -0.186 -0.445 -0.2438
C -0.161 -2.377 -1.466 -1.1304
N -1.302 -1.485 -1.088 0.1024
C -2.142 -1.192 -2.290 -0.9951
C -2.148 -2.086 -0.020 -0.9696
C -1.474 -1.829 1.279 0.9804
C -1.744 -2.549 2.431 -0.9597
C -1.117 -2.198 3.617 -0.5800
C -0.218 -1.135 3.660 -1.0647
C 0.072 -0.423 2.512 -0.0138
C -0.550 -0.772 1.298 0.9882
H -0.515 -3.244 -2.026 0.4399
H 0.351 -2.746 -0.572 0.4498
H 0.528 -1.856 -2.149 0.5391
H -2.765 -2.067 -2.476 0.3981
H -1.511 -1.009 -3.155 0.3254
H -2.757 -0.320 -2.091 0.3456
H -2.327 -3.141 -0.239 0.4670
H -3.109 -1.571 -0.062 0.4610
H -2.444 -3.375 2.412 0.4891
H -1.335 -2.752 4.521 0.4221
H 0.249 -0.861 4.596 0.4747
H 0.762 0.405 2.579 0.2794
C 1.609 3.452 1.093 -0.5897
C 2.584 2.403 1.629 -0.5652
C 2.392 1.224 0.704 -0.4688
O 0.897 1.308 0.376 -0.0002
C 0.359 2.673 0.779 -0.3751
H 2.004 3.932 0.198 0.3112
H 1.396 4.223 1.831 0.4177
H 2.355 2.141 2.661 0.3030
H 3.619 2.737 1.581 0.4302
H 2.563 0.249 1.160 0.3752
H 2.909 1.321 -0.246 0.4097
H -0.279 2.473 1.636 0.2692
H -0.222 3.006 -0.076 0.3363
Cl -0.835 2.382 -4.356 -0.0829
C 0.522 1.338 -4.031 0.1447
Cl 0.496 -0.150 -4.991 -0.0910
C 0.566 0.892 -2.590 0.6979
O 1.573 0.335 -2.097 -0.6312
O -0.489 0.972 -1.824 -0.4679
H 1.448 1.861 -4.262 0.3720
```

Calculated values
charge	+2
total energy	-2728.40835	hartree
LUMO level (spin up / spin down)	-9.305 / -8.702	eV
<S²>	0.78
spin multiplicity	2
energy above the lowest of the compared OMol25 structures with the same formula, charge and spin	111.5	kJ/mol
frontier orbital gap (spin up / spin down)	6.784 / 7.403	eV
E_HOMO (spin up / spin down)	-16.09 / -16.10	eV

---

Entry from the Open Molecules 2025 dataset: a molecular structure, C15H21Cl3N6O3PdSSi at a distorted geometry (wB97M-V/def2-TZVPD).

XYZ file:
```
51
Properties=species:S:1:pos:R:3:mulliken_charge:R:1
Pd 0.493 0.916 0.373 0.6379
N 5.818 4.319 -3.121 -0.5687
C 4.692 3.523 -2.971 1.0727
C 4.193 2.784 -4.047 -0.7241
C 3.047 2.024 -3.908 -0.3639
C 2.373 2.001 -2.700 -0.0223
C 2.856 2.733 -1.624 -0.3360
C 4.006 3.486 -1.752 -0.9539
S 0.904 1.027 -2.513 1.7087
O 0.003 1.832 -1.684 -0.7495
O 0.443 0.664 -3.817 -0.7348
N 1.204 -0.171 -1.479 -0.1047
C 2.204 -1.052 -1.706 0.1460
N 2.397 -1.982 -0.747 -0.3168
C 3.382 -2.840 -0.940 -0.0575
C 4.194 -2.823 -2.065 -0.7523
C 3.901 -1.846 -2.999 -0.0906
N 2.924 -0.967 -2.840 -0.4366
H 6.435 4.075 -3.879 0.2246
H 6.307 4.557 -2.274 0.2240
H 4.711 2.809 -4.999 0.2875
H 2.669 1.437 -4.735 0.4778
H 2.328 2.734 -0.678 0.3668
H 4.371 4.060 -0.908 0.3106
H 3.533 -3.581 -0.161 0.4068
H 4.997 -3.532 -2.202 0.3768
H 4.474 -1.761 -3.918 0.4171
Cl -1.127 1.550 3.777 -0.2283
Si 0.160 2.202 2.306 0.2213
Cl 1.802 0.470 2.323 -0.3812
Cl 1.393 3.567 3.224 -0.2618
C -0.584 -2.221 0.828 -1.1939
N -1.683 -1.646 1.594 0.3568
C -1.806 -2.119 2.962 -1.1395
C -2.217 -0.466 1.186 0.4999
O -1.619 0.301 0.395 -0.5725
N -3.462 -0.133 1.602 0.2815
C -3.943 1.224 1.423 -1.0883
C -4.463 -1.118 1.974 -1.1654
H -0.641 -3.307 0.916 0.4284
H 0.389 -1.890 1.187 0.4230
H -0.678 -1.948 -0.219 0.2455
H -0.809 -2.179 3.404 0.3713
H -2.267 -3.109 3.002 0.3026
H -2.394 -1.422 3.550 0.3759
H -3.129 1.859 1.088 0.2884
H -4.342 1.596 2.368 0.3558
H -4.734 1.255 0.670 0.3640
H -4.115 -2.117 1.727 0.3701
H -5.375 -0.921 1.409 0.3793
H -4.704 -1.077 3.039 0.3215
```

Calculated values
charge	0
total energy	-3334.70476	hartree
LUMO level (spin up / spin down)	0.472 / -1.837	eV
<S²>	2.01
spin multiplicity	3
energy above the lowest of the compared OMol25 structures with the same formula, charge and spin	50.7	kJ/mol
frontier orbital gap (spin up / spin down)	8.395 / 6.248	eV
E_HOMO (spin up / spin down)	-7.92 / -8.08	eV

---

Entry from the Open Molecules 2025 dataset: a molecular structure, C15H21Cl6O2P2V at a distorted geometry (wB97M-V/def2-TZVPD).

XYZ file:
```
47
Properties=species:S:1:pos:R:3:mulliken_charge:R:1
C 0.275 -0.222 -6.167 -1.1099
C 0.239 -0.188 -4.676 0.9543
H 1.316 -0.135 -6.483 0.3393
H -0.292 0.613 -6.592 0.3369
H -0.128 -1.165 -6.548 0.3287
O 1.198 -0.116 -3.939 -0.4841
Cl -1.447 -0.265 -3.984 -0.2461
V -0.057 0.236 1.220 -1.1356
P -0.227 1.962 -0.244 1.1335
C 1.118 3.152 0.104 -1.4038
C -0.221 1.969 -2.039 -1.0796
H -0.258 2.998 -2.423 0.4949
H -1.718 3.864 -0.209 0.4436
H -1.101 1.418 -2.385 0.3072
H -2.601 2.310 -0.382 0.3933
H 1.962 2.905 -0.552 0.4003
H 0.666 1.447 -2.411 0.3691
C -1.787 2.826 0.139 -1.2663
H 0.750 4.164 -0.114 0.4526
H -1.988 2.810 1.216 0.4102
H 1.453 3.101 1.145 0.4207
P -0.044 -1.738 0.156 1.4012
C 1.364 -2.759 0.696 -1.4894
C -1.561 -2.644 0.561 -1.2658
H -0.818 -1.343 -2.052 0.1970
H 0.004 -2.923 -1.952 0.4746
H 0.945 -1.382 -2.021 0.4163
C 0.047 -1.871 -1.634 -1.0764
H -2.368 -2.265 -0.076 0.3888
H -1.397 -3.715 0.383 0.4195
H 1.106 -3.818 0.566 0.4643
H 1.603 -2.569 1.750 0.4072
H -1.818 -2.480 1.610 0.3659
H 2.227 -2.490 0.075 0.4376
C 1.809 0.274 1.137 0.4657
O 2.983 0.301 1.045 -0.2383
Cl -0.303 -3.142 3.650 -0.1212
C -0.869 -1.586 4.096 0.7794
C -0.604 -0.453 3.314 -0.6787
C -0.814 0.775 3.905 1.2030
Cl -0.185 2.147 2.979 -0.1999
C -1.489 0.964 5.124 -0.2463
Cl -1.855 2.533 5.698 -0.1438
C -1.904 -0.178 5.845 0.2471
Cl -2.799 -0.019 7.287 -0.1107
C -1.550 -1.456 5.345 -0.0358
Cl -1.962 -2.849 6.256 -0.1201
```

Calculated values
charge	+2
total energy	-5121.87037	hartree
LUMO level (spin up / spin down)	-9.308 / -8.834	eV
<S²>	2.05
spin multiplicity	3
frontier orbital gap (spin up / spin down)	5.177 / 5.653	eV
E_HOMO (spin up / spin down)	-14.48 / -14.49	eV